# 1
Density functional theory data (ωB97M-V/def2-TZVPD) for a structure of composition C21H27N7RbSe.

Results
Total energy: -98641.9408 eV
HOMO level: -10.93 eV
Lowest unoccupied orbital energy: -2.74 eV
Molar mass: 541.924 g/mol

```
! RIJCOSX wB97M-V def2-TZVPD def2/J DEFGRID3
* xyz 1 1
Rb 2.7583 1.2967 0.6181
Se -1.2981 -0.8560 -0.0058
N 0.5047 2.0107 2.1175
N 0.3484 2.8582 -0.7923
N -2.7401 -1.9028 -0.0627
N 1.6654 0.5350 -1.9063
N 1.9817 -1.3689 -0.0852
N 1.1551 -0.6180 2.2973
N -2.1861 0.6218 -0.4593
C -3.7507 -1.1309 -0.3981
C 2.0537 -0.9908 -3.8142
C 2.2641 -1.6885 -1.3416
C -0.2184 1.2256 3.1171
C -0.1891 3.2011 1.5937
C 0.5464 3.7356 0.3605
C -5.7417 0.6846 -1.1576
C 0.6294 0.0065 3.5045
C 1.6256 -1.7941 2.2560
C 1.3091 2.9387 -1.8809
C 1.2685 1.6694 -2.7318
C -6.0474 -0.7070 -0.9363
C -4.4928 1.1737 -1.0019
C 2.0499 -2.2766 0.8826
C 2.6967 -2.9635 -1.6910
C -5.0997 -1.5936 -0.5643
C 2.7719 -3.9208 -0.6897
C 1.9885 -0.6014 -2.3668
C 1.7473 -2.7407 3.4146
C -3.4441 0.2719 -0.6186
C 2.4249 -3.5893 0.6120
H -7.0690 -1.0354 -1.0740
H 2.6747 -3.3095 3.3624
H 0.5637 1.3771 1.3299
H 2.4394 -4.3402 1.3888
H 1.3284 -1.7811 -4.0188
H 0.1749 4.7334 0.1196
H 1.7250 -2.2075 4.3617
H -0.2025 3.9638 2.3727
H 3.0858 -4.9289 -0.9259
H 1.6155 3.8615 0.6171
H 1.4689 0.3294 4.1291
H 2.9531 -3.2135 -2.7100
H -4.2540 2.2164 -1.1602
H 1.0752 3.8042 -2.5051
H 0.1994 1.8964 -0.5196
H 1.8393 -0.1528 -4.4701
H 3.0406 -1.3821 -4.0664
H 0.2441 1.5113 -3.0827
H -1.2265 2.9722 1.3184
H 1.9098 1.8059 -3.6065
H 0.0202 -0.6822 4.0964
H -1.1956 0.8967 2.7404
H -6.5452 1.3451 -1.4557
H 2.3497 3.0876 -1.5325
H -5.3198 -2.6375 -0.3893
H -0.3972 1.8392 4.0015
H 0.9209 -3.4563 3.4097
*
```

***

# 2
Density functional theory data (ωB97M-V/def2-TZVPD) for a cluster of 10 separate species, C42H101BrIN5O15P in total.

Results
Total energy: -170772.7911 eV
HOMO level: -10.62 eV
Lowest unoccupied orbital energy: -3.73 eV
Molar mass: 1154.072 g/mol

```
! RIJCOSX wB97M-V def2-TZVPD def2/J DEFGRID3
* xyz 1 1
I -1.6288 3.9777 -3.0030
Br -0.1270 1.8760 5.5403
P 1.8987 -0.1653 -1.7124
O 1.8710 -2.1189 4.0952
O -0.3574 -0.8223 8.8313
O 6.2677 -1.3047 -3.2080
O -5.2222 3.2182 7.3542
O 7.1580 3.5583 -2.2502
O 2.8523 1.1446 -2.2370
O 3.3368 -3.6206 1.5805
O -0.1945 -2.3370 4.2281
O -3.0935 6.1123 9.7524
O 7.0839 1.4229 -6.3334
O 0.4345 -0.1697 -2.5195
O -2.7651 0.6640 -10.0460
O 2.6946 -1.4437 -2.0204
O -4.2513 -0.8421 -6.9733
O -7.1859 -5.1402 -1.4125
N 0.9428 -1.6214 4.6314
N 0.4158 0.5385 0.6108
N -0.3235 1.3661 2.6061
N -0.5034 6.0447 1.6347
N -0.4924 -1.0752 2.2670
C 0.0321 3.4088 -1.6936
C -1.1286 1.5909 -11.5638
C -1.7182 1.7165 2.9810
C 5.5949 -3.5453 -3.7613
C -2.1407 6.1823 7.5367
C 2.0139 -0.5421 8.4945
C -2.9709 -3.9198 -0.4625
C 8.6048 3.4461 -4.1817
C -5.4858 3.6388 8.6941
C -0.7277 4.7777 1.8256
C -4.3226 -2.1479 -6.3861
C -3.1079 6.8163 8.5155
C -6.6449 -6.4350 -1.1666
C -4.4607 3.0508 9.6410
C 0.8877 -1.5108 8.7951
C -0.4882 2.4745 -0.5103
C 0.4084 3.9231 2.5093
C 6.6349 -2.6716 -3.0916
C -1.8417 2.0285 4.5665
C -3.5780 -4.3009 -1.8933
C -4.5164 -3.1674 -2.4916
C -0.3306 -2.2697 1.3894
C 2.8429 -5.9628 1.9108
C -2.9460 -0.7282 -7.5975
C -1.0496 -1.3268 3.6319
C -4.7088 -3.2741 -4.0728
C 3.9178 -4.8957 1.8446
C -3.8500 -2.1663 -4.8512
C 1.9868 2.0235 2.7099
C -2.4637 3.4575 4.8790
C 1.6944 -0.0960 0.1805
C 0.8499 4.6765 -1.2187
C 7.3308 -0.7923 -7.2492
C 8.0344 0.4725 -6.8016
C -0.1608 0.1367 1.8560
C 8.5105 3.6776 -2.6863
C -1.4104 -3.5991 -0.5085
C -1.7254 0.3332 -10.9625
C -7.7549 -7.4631 -1.0706
C 0.5512 2.4215 2.0450
C -1.0605 -2.1033 -0.0360
C 0.6488 2.0358 0.5195
H -6.0619 -6.4035 -0.2394
H 6.6124 1.0206 -5.5947
H 2.7221 -3.4273 2.2944
H 8.8576 4.6798 -2.4305
H 0.4206 6.2971 2.0097
H 2.2869 -6.0046 0.9713
H -2.3688 0.7971 2.8292
H 5.4127 -1.2039 -2.7814
H 3.2783 -6.9447 2.1062
H -2.7383 -2.3775 -4.7664
H 5.4954 -3.2827 -4.8170
H -5.2688 2.2560 7.3396
H -4.4822 1.9572 9.6036
H 0.2677 4.0320 3.6310
H 2.1835 2.7911 3.5220
H 1.0384 -1.9840 9.7659
H 8.5803 0.9230 -7.6317
H -0.9883 -0.4238 4.2989
H -3.5588 -3.0991 0.0377
H -2.7750 -4.6224 -2.6147
H -4.0276 -1.1283 -4.4406
H -0.3257 1.3472 -12.2629
H -7.3494 -8.4607 -0.8889
H -2.5464 1.2667 5.0224
H -3.4394 1.1502 -10.5343
H -0.8643 1.5314 -1.0196
H -8.4453 -7.2123 -0.2607
H -3.7061 -2.9011 -6.9665
H -2.1969 6.1540 10.1027
H -2.1811 2.5249 2.3555
H 4.6240 -5.1135 1.0427
H 2.6113 0.4761 0.5306
H -1.8927 2.1658 -12.0939
H 1.6039 2.3791 0.0344
H -5.7979 -3.1548 -4.3411
H 1.3170 5.1308 -2.1489
H -4.0065 -2.1807 -2.2906
H 8.7454 0.2588 -5.9964
H -2.6786 0.3663 -7.5988
H 4.4720 -4.8415 2.7867
H 1.8516 -0.0510 7.5300
H 5.8656 -4.6006 -3.6845
H -0.8762 -3.1307 1.8871
H -2.1369 -0.3142 -11.7434
H 0.6437 -0.1902 -3.4755
H 2.1207 -5.7357 2.7007
H 1.8466 -1.1552 0.5217
H -5.9705 -6.6772 -1.9894
H 3.7810 0.9112 -2.0463
H 0.8342 -2.2961 8.0331
H -4.2486 -5.2037 -1.7391
H 0.7369 -2.6237 1.2825
H -4.1247 6.7812 8.1214
H 2.0555 0.2446 9.2506
H 0.1658 5.4691 -0.8080
H -1.6189 4.1421 5.1583
H -1.1219 6.1935 7.9347
H -3.4543 3.3611 9.3532
H 9.6367 3.5404 -4.5272
H -2.0285 -1.5394 0.0502
H -2.4055 5.1365 7.3646
H -7.7734 -4.9277 -0.6790
H 6.8626 2.6687 -2.4705
H -0.4878 -0.4154 7.9670
H -6.4973 3.3243 8.9686
H -4.2987 -4.2672 -4.4225
H -1.7197 4.4092 1.4649
H 1.9646 1.0298 3.2304
H -5.4462 4.7284 8.7177
H 2.8111 2.1295 1.9478
H 2.9769 -1.0569 8.4685
H -0.7290 2.2375 -10.7796
H -1.4122 2.9143 -0.0173
H -2.1148 -1.7037 3.5814
H -5.5291 -3.1393 -1.9890
H -2.8461 7.8623 8.7028
H -4.6475 3.3704 10.6677
H 8.0473 -1.5311 -7.6154
H -5.3908 -2.5328 -6.3787
H -3.0057 -1.0867 -8.6597
H 7.6093 -2.8012 -3.5648
H -0.9643 -0.2271 -10.4162
H -0.3104 -1.6423 -0.7298
H 4.6130 -3.3996 -3.3026
H -3.1237 -4.8436 0.1807
H -3.1099 3.3363 5.8055
H 6.6139 -0.5743 -8.0438
H -3.1380 3.8446 4.0691
H 6.7309 -2.9226 -2.0305
H -1.0317 -3.8066 -1.5563
H 6.7657 -1.2294 -6.4208
H 1.7029 4.4215 -0.5304
H 9.1213 2.9514 -2.1401
H -0.9003 -4.3619 0.1529
H 7.9855 4.1655 -4.7211
H -2.1502 6.7114 6.5806
H 0.7327 2.7848 -2.3258
H -2.1736 -1.2983 -7.0071
H 1.3943 4.4305 2.2828
H -8.3386 -7.4827 -1.9932
H 8.2369 2.4517 -4.4417
*
```

***

# 3
Density functional theory data (ωB97M-V/def2-TZVPD) for the molecule C5H5ClS2.

Results
Total energy: -39454.9679 eV
HOMO level: -9.36 eV
Structure (SMILES): C=C[C@H](Cl)C(=S)C=S
ΔE to the lowest compared entry with this formula, charge and spin: 285.0 kJ/mol
Lowest unoccupied orbital energy: -2.51 eV
Molar mass: 164.682 g/mol

```
! RIJCOSX wB97M-V def2-TZVPD def2/J DEFGRID3
* xyz 0 1
Cl 2.6673 0.0974 -0.8349
S -2.6673 0.2184 -0.6152
S 0.6989 2.7723 0.3398
C -1.4286 1.4076 -0.3970
C 0.7222 0.1749 -0.6776
C 0.7872 -0.8116 0.5511
C -0.0032 -1.9018 0.7219
C 0.0879 1.4434 -0.4426
H 0.1517 -0.4887 -1.4787
H -1.8493 2.3849 0.0046
H 1.2746 -0.3027 1.3359
H 0.2350 -2.5037 1.5431
H -0.6765 -2.4904 -0.0504
*
```

***

# 4
Density functional theory data (ωB97M-V/def2-TZVPD) for a cluster of 2 separate species, C15H32NO4S in total.

Results
Total energy: -36582.5888 eV
HOMO level: -10.74 eV
ΔE to the lowest compared entry with this formula, charge and spin: 0.0 kJ/mol
Lowest unoccupied orbital energy: -2.44 eV
Molar mass: 322.491 g/mol

```
! RIJCOSX wB97M-V def2-TZVPD def2/J DEFGRID3
* xyz 1 1
S -6.3268 -2.0979 3.2141
O -1.1975 0.9465 2.3236
O -3.4506 1.2319 2.4830
O -1.4797 -1.1546 3.2838
O -2.0055 2.8754 3.0399
N 1.1578 0.3704 -2.0757
C 4.4646 1.7162 -3.9522
C 1.4890 0.6938 -3.5179
C -0.1250 1.0759 -1.7651
C 2.8500 -0.4315 -0.4790
C 2.2321 0.8283 -1.0974
C -0.2178 -1.5265 3.8224
C 2.6276 -0.0642 -4.1802
C -4.6912 -1.2807 3.1288
C 4.0636 0.2549 -3.7532
C 0.9856 -1.1119 -1.8354
C -1.4066 -0.4332 2.1041
C -4.6016 -0.1842 4.1962
C 2.3179 -1.6080 -1.3061
C -2.2279 1.7516 2.6781
C -4.3113 1.2124 3.6515
H 0.2089 -1.2191 -1.0803
H 2.5451 -0.5196 0.5630
H 2.1917 -2.5070 -0.7067
H -0.5422 -0.7614 1.5119
H -0.4086 -2.0527 4.7563
H 3.7715 2.4166 -3.4810
H 2.9959 -1.8600 -2.1191
H 0.5701 0.4852 -4.0657
H 2.5412 0.1751 -5.2435
H 1.7469 1.4430 -0.3443
H -0.3763 0.9004 -0.7221
H -3.9238 -2.0378 3.2738
H 0.3995 -0.6521 4.0393
H -3.8661 1.8596 4.4084
H 2.4458 -1.1396 -4.1198
H -5.5688 -0.1128 4.6965
H -6.3842 -2.5237 1.9488
H 3.9368 -0.3895 -0.4863
H 2.9427 1.4493 -1.6331
H 4.2466 -0.0417 -2.7187
H -3.8642 -0.4500 4.9543
H 1.6532 1.7699 -3.5531
H -0.9089 0.6860 -2.4094
H 5.4476 1.9019 -3.5220
H -4.5875 -0.8824 2.1219
H 4.5149 1.9675 -5.0117
H 0.6504 -1.5836 -2.7562
H 0.2980 -2.2125 3.1442
H -2.3152 -0.6284 1.5375
H -5.2454 1.6848 3.3446
H 4.7259 -0.3699 -4.3538
H 0.0117 2.1403 -1.9370
*
```

***

# 5
Density functional theory data (ωB97M-V/def2-TZVPD) for the molecule C6H8O4P2.

Results
Total energy: -33115.8825 eV
HOMO level (alpha / beta): -8.09 / -8.61 eV
Lowest unoccupied orbital energy (alpha / beta): -1.27 / -1.08 eV
Molar mass: 206.074 g/mol

```
! RIJCOSX wB97M-V def2-TZVPD def2/J DEFGRID3
* xyz 0 3
P 0.2371 -0.9712 1.9860
P -2.3331 -2.8748 -0.8113
O -1.0930 -0.9044 0.9500
O 0.6963 -0.8211 -0.4904
O -0.0730 -0.1855 3.1716
O -1.2835 -1.6926 -1.1903
C 2.7839 -0.6901 0.6350
C -1.0715 0.7005 -0.8389
C -1.0399 1.7262 0.2488
C -1.2192 0.9657 -2.1267
C -0.7396 -0.7114 -0.3598
C 1.3162 -0.4553 0.6298
H 3.3021 0.2699 0.6121
H -0.1082 1.6502 0.8219
H -1.8609 1.5690 0.9465
H 3.0682 -1.1941 1.5571
H -1.2020 0.1949 -2.8769
H -1.3600 1.9783 -2.4649
H 3.0894 -1.2794 -0.2281
H -1.1096 2.7253 -0.1717
*
```

***

# 6
Density functional theory data (ωB97M-V/def2-TZVPD) for a structure of composition C22H27CoFN5O3S.

Results
Total energy: -88013.7424 eV
HOMO level (alpha / beta): -14.22 / -14.22 eV
ΔE to the lowest compared entry with this formula, charge and spin: 11.6 kJ/mol
Lowest unoccupied orbital energy (alpha / beta): -7.11 / -7.11 eV
Molar mass: 519.488 g/mol

```
! RIJCOSX wB97M-V def2-TZVPD def2/J DEFGRID3
* xyz 2 1
Co -1.4611 1.3514 1.2743
S -1.8238 3.2102 0.0367
F 1.1982 0.0079 -4.7013
O -1.6218 -0.1607 2.2992
O -1.3650 -2.2696 2.9085
O -0.7141 0.4777 -0.2005
N 0.3097 1.7518 1.8548
N -2.7908 2.0448 2.5981
N 0.3214 -3.4838 -0.5530
N 0.6710 2.9513 -0.9365
N -0.9365 3.8618 -2.3469
C 1.6252 -4.4915 -2.9389
C -1.2191 -1.4023 2.0864
C -0.5918 3.3172 -1.1481
C 1.8364 -5.1208 -1.5739
C -2.6738 3.1556 3.5921
C 0.3951 -0.3709 -2.5482
C 0.7994 2.8618 2.7452
C 0.1882 -1.2608 -1.4844
C 1.3862 -2.1631 -3.8223
C 0.5906 -4.9564 -0.7214
C 1.2582 3.7306 -3.1326
C 1.1811 -3.0622 -2.8022
C -0.4030 -0.7785 -0.2570
C 0.7066 -5.6804 0.6067
C 0.9835 -0.8362 -3.6847
C -0.0445 4.0882 -3.3309
C -0.2523 3.8381 3.2278
C 0.5627 -2.6083 -1.6146
C -0.2192 -3.0252 0.5585
C 1.5621 3.1513 -1.8987
C -1.2839 3.2371 4.1864
C -0.5863 -1.7007 0.7665
H -2.9166 1.1742 3.1179
H -3.4124 2.9736 4.3728
H -3.6623 2.1837 2.0853
H -1.9103 4.1092 -2.4873
H 1.2848 2.3896 3.5989
H 2.0435 -6.1850 -1.6756
H 2.5345 -4.5336 -3.5375
H 2.5771 2.8412 -1.6782
H 2.0076 3.8860 -3.8926
H 1.8663 -2.4747 -4.7414
H -0.2318 -5.7303 1.1564
H 1.0022 -6.7074 0.3984
H 0.6256 0.8612 2.2312
H 0.2936 4.6401 3.7265
H -0.7429 4.3022 2.3703
H -0.4022 -3.7227 1.3617
H -1.3519 3.8434 5.0893
H -0.2702 -5.3424 -1.2751
H -0.9792 2.2407 4.5233
H 1.4745 -5.2340 1.2409
H 2.6914 -4.6707 -1.0614
H 0.0814 0.6565 -2.4574
H -0.4242 4.5447 -4.2345
H 0.7461 1.8631 0.9361
H 0.8626 -5.0520 -3.4878
H 1.5661 3.3910 2.1807
H -2.9416 4.0869 3.0936
*
```

***

Question: What is the formula in the third record?
Answer: C5H5ClS2